No. 1
Here is an isolated molecule of C17H26N4O3 from the OMol25 dataset. Energies are from ωB97M-V/def2-TZVPD.

Structure (XYZ):
```
50
Properties=species:S:1:pos:R:3:forces:R:3:mulliken_charge:R:1
C 2.274 1.770 1.151 0.00 0.00 0.00 -1.0512
N 2.322 1.359 -0.241 0.00 -0.01 0.01 -0.0791
C 3.704 1.216 -0.679 0.00 0.00 0.00 -0.5156
C 3.793 0.876 -2.157 0.00 0.00 0.00 -0.7746
C 3.020 -0.403 -2.450 0.00 0.00 0.00 -0.8223
C 1.594 -0.268 -1.934 0.00 0.00 0.02 -0.9625
C 1.586 0.120 -0.451 -0.01 0.02 -0.01 0.4192
C 0.128 0.295 -0.038 0.16 0.02 0.19 -0.4375
O -0.510 1.272 -0.398 0.03 0.03 0.00 -0.8094
N -0.446 -0.689 0.727 -0.08 -0.07 -0.34 0.3564
C -1.894 -0.549 0.881 -0.01 0.02 0.01 -1.0468
C -2.672 -0.870 -0.410 0.00 -0.02 0.02 -0.3867
C -3.828 0.085 -0.642 0.01 0.02 -0.04 0.2906
O -4.992 -0.275 -0.639 0.00 0.00 0.01 -0.6761
N -3.436 1.370 -0.849 -0.05 0.01 0.03 0.0884
C -4.392 2.428 -1.073 -0.01 -0.01 -0.02 -0.8347
C -4.316 2.990 -2.454 0.00 -0.03 0.02 0.6677
N -4.139 4.218 -2.799 0.00 0.01 -0.05 -0.5963
C -4.166 4.196 -4.190 0.00 0.01 0.05 -0.2825
C -4.354 2.931 -4.601 0.01 -0.02 -0.02 -0.2509
O -4.454 2.138 -3.494 0.00 0.02 0.01 -0.2749
C 0.131 -2.017 0.739 -0.19 -0.08 0.25 0.0713
C 1.017 -2.442 1.877 0.16 0.07 -0.12 -0.5903
C -0.362 -3.008 1.754 0.01 0.02 0.00 -0.7727
H 1.246 1.963 1.454 0.00 0.00 0.00 0.2291
H 2.706 1.011 1.826 0.00 0.00 0.00 0.3227
H 2.839 2.693 1.274 0.00 0.00 0.00 0.4272
H 4.217 2.157 -0.474 0.00 0.00 0.00 0.4480
H 4.221 0.432 -0.091 0.00 0.00 0.00 0.3475
H 3.371 1.702 -2.735 0.00 0.00 0.00 0.3328
H 4.841 0.772 -2.445 0.00 0.00 0.00 0.3846
H 3.017 -0.622 -3.520 0.00 0.00 0.00 0.3688
H 3.510 -1.247 -1.953 0.00 0.00 0.00 0.3388
H 1.065 0.517 -2.479 0.00 0.00 0.00 0.3958
H 1.040 -1.200 -2.075 0.00 0.00 0.00 0.2740
H 2.043 -0.691 0.138 0.00 0.00 0.01 0.6676
H -2.222 -1.195 1.688 0.00 0.00 0.01 0.4937
H -2.080 0.477 1.188 -0.01 -0.01 0.00 0.4813
H -1.993 -0.788 -1.262 -0.01 0.00 -0.01 0.2989
H -3.078 -1.879 -0.390 0.00 0.00 -0.01 0.4065
H -2.446 1.581 -0.798 0.01 -0.01 -0.01 0.2277
H -5.381 2.001 -0.903 -0.01 0.01 0.00 0.4560
H -4.241 3.256 -0.381 0.01 0.00 0.00 0.2663
H -4.043 5.089 -4.777 0.00 0.00 0.00 0.3794
H -4.435 2.446 -5.556 0.00 0.00 0.00 0.3841
H 0.361 -2.428 -0.238 0.00 0.00 0.00 0.3020
H 1.866 -3.073 1.652 0.01 0.01 0.01 0.2729
H 1.180 -1.703 2.650 0.01 0.00 0.00 0.2267
H -1.092 -2.682 2.479 -0.01 -0.01 0.00 0.3018
H -0.475 -4.032 1.427 -0.01 0.00 0.00 0.2361
```
Positions in Å, forces in eV/Å.

## Properties
Structure (SMILES): CN1CCCC[C@@H]1C(=O)N(CCC(=O)NCc1ncco1)C1CC1
Maximum force in eV/A: 0.35
Kohn-Sham gap in eV: 9.6
Energy relative to the best compared isomer or geometry (same formula, charge and spin) in kcal per mole: 45.6


No. 2
Here is a cluster of 2 separate species, C9H14N2O2 in total in a non-equilibrium geometry from the OMol25 dataset. Energies are from ωB97M-V/def2-TZVPD.

Structure (XYZ):
```
27
Properties=species:S:1:pos:R:3:forces:R:3:mulliken_charge:R:1
C -0.710 1.034 -1.054 0.87 -2.25 -3.06 -0.3428
C -1.691 2.065 -0.688 -3.62 2.20 1.73 -0.5639
C -2.485 1.361 0.541 -1.95 2.06 -1.52 -0.6082
C -1.563 0.287 0.900 0.00 -3.90 2.98 -0.8818
C -0.115 0.559 0.333 -6.44 -4.46 -3.70 -1.2082
C 2.332 -0.160 0.903 0.29 -2.30 -2.83 0.4395
C 1.710 -1.326 1.429 -0.37 -1.52 0.45 -0.4262
C 1.254 -2.334 0.635 0.15 -0.13 1.96 -0.0720
C 1.698 -1.189 -1.425 -0.55 0.89 -0.24 0.3621
H -1.402 0.079 -1.411 2.05 2.31 0.35 0.1837
H 0.006 1.331 -1.984 -1.43 -0.74 2.42 0.1716
H -2.551 2.330 -1.435 2.10 -0.23 0.88 0.3305
H -1.310 3.016 -0.187 0.08 -1.01 -1.25 0.2595
H -3.357 0.855 0.039 0.31 0.89 0.86 0.2635
H -2.875 2.101 1.333 0.85 -1.15 -1.17 0.2700
H -2.083 -0.630 0.446 1.78 0.88 -0.57 0.3074
H -1.738 -0.243 1.915 1.00 1.87 -0.51 0.4114
H 0.336 -0.428 0.237 -1.05 1.38 0.09 0.2514
H 0.474 1.262 0.683 2.57 3.35 2.45 0.7316
H 2.460 0.654 -1.053 -0.10 -0.91 0.40 0.2967
H 1.598 -1.322 2.503 -0.05 -0.48 0.01 0.3825
H 0.781 -3.175 1.172 0.38 0.25 -0.84 0.3704
H 1.298 -3.188 -1.390 -0.81 2.52 2.37 0.3554
N 2.200 -0.222 -0.566 1.99 1.88 -0.68 -0.0742
N 1.213 -2.290 -0.729 0.85 -2.83 -2.31 -0.0216
O 2.956 0.656 1.491 0.39 1.50 0.16 -0.5526
O 1.566 -1.082 -2.640 0.72 -0.09 1.56 -0.6355
```
Positions in Å, forces in eV/Å.

## Properties
Structure (SMILES): O=c1cc[nH]c(=O)[nH]1.C1CCCC1
Maximum force in eV/A: 8.66
Kohn-Sham gap in eV: 9.9
Energy relative to the best compared isomer or geometry (same formula, charge and spin) in kcal per mole: 83.2


No. 3
Here is a structure of composition C28H33CrN5SSe2 from the OMol25 dataset. Energies are from ωB97M-V/def2-TZVPD.

Structure (XYZ):
```
70
Properties=species:S:1:pos:R:3:forces:R:3:mulliken_spin:R:1
Cr 1.701 -1.549 -0.767 0.24 0.27 0.59 3.1468
C -0.560 -1.158 -3.921 -0.12 -0.03 0.15 0.0108
Se 1.275 -1.244 -3.283 0.17 -0.10 -0.17 -0.0640
C 1.734 -3.049 -3.889 -0.13 -0.02 0.04 -0.0006
C 1.055 -4.142 -3.094 0.01 0.12 -0.01 0.0112
Se 1.455 -4.074 -1.182 0.00 -0.19 -0.01 -0.0486
C 3.262 -4.810 -1.214 0.04 0.07 -0.01 0.0066
H -0.495 -1.088 -5.002 0.01 0.00 -0.05 -0.0028
H -1.013 -0.254 -3.522 0.02 0.02 -0.01 0.0005
H -1.124 -2.033 -3.615 -0.01 0.00 0.04 -0.0009
H 2.819 -3.109 -3.836 0.06 0.00 -0.01 -0.0026
H 1.452 -3.100 -4.940 0.01 0.01 -0.05 -0.0023
H 1.363 -5.128 -3.438 0.01 -0.06 0.01 -0.0011
H -0.029 -4.093 -3.162 -0.05 -0.02 0.00 0.0000
H 3.200 -5.785 -1.688 -0.02 -0.05 -0.01 -0.0024
H 3.581 -4.943 -0.183 -0.01 -0.01 0.02 0.0002
H 3.955 -4.169 -1.751 0.02 0.01 -0.03 0.0017
N 2.935 -1.958 0.990 -0.25 -0.14 -0.24 -0.0333
H 3.124 -1.069 1.449 -0.05 0.07 -0.02 0.0022
H 3.844 -2.361 0.770 0.07 -0.01 0.01 0.0016
H 2.532 -2.567 1.699 0.01 -0.02 0.01 0.0045
N 2.372 0.299 -0.594 -0.24 0.11 -0.12 -0.0184
S 1.587 1.682 -0.191 0.12 0.11 0.06 0.0166
C 2.606 2.508 0.992 -0.09 -0.09 0.02 0.0021
C 2.130 2.565 2.298 0.00 -0.03 -0.02 0.0003
C 2.902 3.207 3.257 0.04 0.01 0.01 0.0000
C 4.120 3.770 2.899 -0.05 -0.02 -0.03 0.0006
C 4.582 3.699 1.586 0.04 0.03 0.04 -0.0002
C 3.822 3.071 0.615 0.06 0.02 -0.01 -0.0003
C 1.668 2.797 -1.584 -0.05 -0.13 -0.05 0.0044
C 1.173 4.080 -1.377 0.00 0.03 0.02 -0.0013
C 1.153 4.961 -2.446 -0.01 0.01 0.01 0.0004
C 1.619 4.559 -3.695 0.01 -0.03 -0.02 0.0001
C 2.117 3.277 -3.879 -0.01 0.01 -0.03 -0.0001
C 2.136 2.376 -2.819 0.03 0.10 0.03 -0.0022
H 3.357 0.478 -0.787 0.05 -0.01 -0.04 0.0044
H 1.169 2.134 2.558 0.05 0.04 -0.02 0.0000
H 2.545 3.275 4.276 0.02 0.02 -0.02 -0.0001
H 4.711 4.283 3.646 0.01 -0.01 -0.01 0.0000
H 5.528 4.150 1.316 -0.04 -0.01 0.03 0.0000
H 4.163 3.048 -0.416 -0.06 0.01 0.06 0.0005
H 0.829 4.399 -0.399 -0.01 -0.03 -0.06 0.0001
H 0.776 5.966 -2.302 0.02 -0.05 -0.01 -0.0001
H 1.597 5.253 -4.526 0.02 -0.02 0.05 0.0001
H 2.501 2.975 -4.846 -0.04 0.02 0.06 -0.0001
H 2.532 1.382 -2.956 0.02 -0.04 -0.01 0.0047
N -4.297 -1.514 3.120 0.07 0.00 -0.02 -0.0018
C -5.528 -0.974 3.369 0.07 0.05 -0.15 0.0204
C -6.519 -1.280 4.304 0.12 -0.14 0.09 -0.0097
C -7.655 -0.518 4.243 -0.12 0.05 0.03 0.0196
C -7.823 0.522 3.290 -0.09 0.05 0.01 0.0014
C -6.855 0.822 2.376 -0.03 0.13 -0.10 0.0030
C -5.676 0.056 2.411 0.05 -0.05 0.00 0.0176
N -4.574 0.124 1.619 -0.19 0.10 0.05 0.0169
C -3.763 -0.819 2.056 -0.04 -0.12 0.13 0.0010
C -2.500 -1.056 1.441 0.12 -0.09 0.01 0.0042
C -1.584 -2.051 1.848 -0.19 0.08 0.03 -0.0029
C -0.406 -2.205 1.179 0.07 0.12 -0.21 0.0203
N -0.054 -1.427 0.122 0.02 0.05 -0.10 -0.1376
C -0.940 -0.472 -0.283 0.25 -0.18 -0.04 0.0453
C -2.132 -0.263 0.332 -0.16 0.01 0.06 -0.0047
H -3.889 -2.279 3.626 0.03 -0.05 0.03 -0.0002
H -6.406 -2.070 5.036 0.01 0.04 -0.05 -0.0002
H -8.455 -0.717 4.945 0.01 0.04 -0.04 0.0006
H -8.746 1.085 3.296 0.01 -0.02 0.01 0.0002
H -6.972 1.614 1.647 -0.02 -0.05 0.05 -0.0003
H -1.795 -2.714 2.676 0.00 0.01 -0.02 -0.0013
H 0.280 -2.992 1.463 0.03 0.01 0.01 0.0008
H -0.653 0.120 -1.144 0.03 0.01 0.04 -0.0304
H -2.816 0.498 -0.020 0.03 -0.03 0.02 -0.0014
```
Positions in Å, forces in eV/Å.

## Properties
Maximum force in eV/A: 0.69
Kohn-Sham gap (spin up / spin down) in eV: 4.5 / 5.3
2S+1: 4
Charge: +3


No. 4
Here is a cluster of 2 separate species, C4H10O2 in total in a non-equilibrium geometry from the OMol25 dataset. Energies are from ωB97M-V/def2-TZVPD.

Structure (XYZ):
```
16
Properties=species:S:1:pos:R:3:forces:R:3:mulliken_charge:R:1
C 0.820 0.027 1.914 -1.68 -0.57 1.94 -1.2621
C 1.026 1.064 -0.528 -2.31 -1.56 -1.57 -1.1619
C -1.619 -1.174 -1.462 2.67 2.31 3.01 -0.1557
C 0.273 0.086 0.467 0.84 -0.30 -0.61 0.4710
O -2.058 -0.083 -0.773 -0.63 -2.40 -2.84 -0.4461
O 0.220 -1.207 0.030 -0.35 -0.81 -1.84 -0.6818
H 0.482 0.756 2.701 -0.13 -0.01 -1.24 0.3116
H 0.407 -0.952 2.345 0.86 1.18 -0.73 0.3152
H 1.890 0.050 2.045 0.51 -0.32 -0.59 0.2912
H 0.731 0.844 -1.661 0.03 0.44 2.18 0.2321
H 2.012 0.730 -0.543 2.06 0.08 0.20 0.4232
H 0.854 2.112 -0.327 0.33 0.24 0.17 0.3077
H -0.797 -1.070 -2.156 -0.30 0.43 -0.25 0.2869
H -2.036 -2.147 -1.399 -0.91 -0.29 0.73 0.3159
H -0.758 0.364 0.419 -0.86 1.03 1.34 0.3928
H -1.447 0.602 -1.071 -0.14 0.56 0.10 0.3600
```
Positions in Å, forces in eV/Å.

## Properties
Maximum force in eV/A: 4.64
Kohn-Sham gap (spin up / spin down) in eV: 7.9 / 7.9
Energy relative to the best compared isomer or geometry (same formula, charge and spin) in kcal per mole: 118.0


No. 5
Here is a structure of composition C12H19N9O4S2Sr in a non-equilibrium geometry from the OMol25 dataset. Energies are from ωB97M-V/def2-TZVPD.

Structure (XYZ):
```
47
Properties=species:S:1:pos:R:3:forces:R:3:mulliken_charge:R:1
Sr 0.106 0.244 0.007 -4.54 -2.89 0.25 1.5647
N -1.064 3.628 -0.423 0.54 -0.05 0.14 -0.2366
C -2.200 2.961 -0.310 -0.99 -0.03 -0.09 0.2465
N -3.345 3.658 -0.254 0.15 0.39 -0.01 -0.7211
C -4.459 2.946 -0.185 0.59 -0.34 -0.02 0.4945
N -5.634 3.588 -0.141 -0.13 0.08 0.02 -0.3375
N -4.504 1.601 -0.160 -0.18 -0.26 -0.01 -0.6199
C -3.329 0.996 -0.213 -0.35 0.84 0.01 -0.3521
N -2.155 1.605 -0.290 0.38 -0.03 0.00 -0.1482
C -3.361 -0.482 -0.182 -0.54 -0.64 0.03 0.8226
C -4.593 -1.136 -0.174 0.17 0.12 0.00 -0.5456
C -4.620 -2.518 -0.140 0.26 0.05 0.00 -0.4063
C -3.413 -3.196 -0.109 -0.03 0.07 0.02 -0.9107
C -2.233 -2.465 -0.113 -0.11 -0.36 0.04 0.0469
N -2.204 -1.141 -0.154 0.01 0.28 -0.06 0.0468
H -1.098 4.631 -0.350 -0.05 -0.07 -0.03 0.2512
H -0.169 3.138 -0.274 -0.14 0.38 -0.13 0.3249
H -5.648 4.591 -0.108 -0.02 -0.03 0.00 0.2467
H -6.472 3.045 -0.038 0.00 0.09 0.00 0.2365
H -5.495 -0.549 -0.190 -0.05 0.05 -0.01 0.4880
H -5.559 -3.052 -0.136 -0.05 -0.03 0.00 0.4265
H -3.377 -4.272 -0.075 0.04 -0.17 0.00 0.4294
H -1.272 -2.960 -0.077 -0.04 -0.07 -0.06 0.2617
O 2.660 0.560 1.132 -0.09 0.31 -0.15 -0.6650
S 2.392 1.404 -0.059 2.48 1.13 -0.18 1.1848
O 3.527 2.191 -0.460 -0.22 0.23 0.07 -0.7556
O 1.936 0.482 -1.150 1.69 0.47 -1.15 -0.7974
O 1.165 2.208 0.284 0.75 1.35 0.22 -0.9753
S 1.194 -2.501 0.121 -0.87 -0.27 0.17 -0.5055
C 2.797 -2.071 -0.175 0.28 -1.25 0.07 0.2647
N 3.635 -1.950 0.855 0.00 0.33 -0.04 -0.1228
C 4.978 -1.422 0.688 0.44 0.05 -0.15 -0.7030
C 5.096 -0.701 -0.649 -0.17 -0.16 0.07 0.0894
C 4.597 -1.626 -1.753 0.50 0.05 0.04 -0.7524
N 3.271 -2.110 -1.419 -0.03 0.36 -0.07 -0.0975
H 3.178 -1.739 1.731 0.00 -0.13 -0.28 0.2760
H 5.691 -2.257 0.745 -0.01 0.20 0.04 0.3656
H 5.172 -0.728 1.506 0.00 -0.07 -0.03 0.3310
H 6.134 -0.429 -0.828 0.04 0.03 -0.04 0.4392
H 4.489 0.208 -0.621 0.36 -0.21 -0.11 -0.3037
H 5.270 -2.490 -1.858 -0.02 0.18 -0.10 0.3245
H 4.550 -1.097 -2.705 -0.02 -0.06 0.05 0.4050
H 2.572 -2.136 -2.147 0.05 -0.01 0.26 0.2349
N 0.273 0.265 2.497 0.10 0.18 0.82 -0.6716
H 1.224 0.530 2.193 0.02 -0.10 0.45 0.4374
H 0.384 -0.510 3.147 -0.13 0.12 -0.12 0.1974
H -0.082 1.062 3.016 -0.05 -0.11 0.08 0.1910
```
Positions in Å, forces in eV/Å.

## Properties
Maximum force in eV/A: 5.39
Kohn-Sham gap in eV: 8.0
Energy relative to the best compared isomer or geometry (same formula, charge and spin) in kcal per mole: 31.4


No. 6
Here is a cluster of 2 separate species, C4H9FOS in total in a non-equilibrium geometry from the OMol25 dataset. Energies are from ωB97M-V/def2-TZVPD.

Structure (XYZ):
```
16
Properties=species:S:1:pos:R:3:forces:R:3:mulliken_charge:R:1
C -0.739 -1.230 -2.408 0.16 -2.44 1.61 -1.0137
C 1.374 1.383 2.612 -0.46 -1.82 -0.61 -0.7706
C -1.373 -1.121 -1.037 -0.17 0.43 1.43 -0.4822
C 2.323 0.610 2.160 -0.73 -1.39 1.41 0.0699
O -1.290 1.477 -0.972 -0.11 0.86 1.10 -0.5196
F 2.121 -0.723 2.213 -0.59 -0.96 -0.52 -0.2580
S -0.546 0.219 -0.073 -0.49 0.06 -0.44 0.1052
H -1.365 -1.721 -3.102 -1.14 -0.52 -0.78 0.3209
H -0.545 -0.277 -2.779 0.88 1.45 -0.61 0.3828
H 0.097 -1.942 -2.304 0.33 0.91 -0.30 0.2583
H 0.461 0.778 2.779 0.23 1.31 0.27 0.2823
H -1.638 2.198 -0.366 0.64 -1.58 -0.80 0.3106
H 1.599 2.395 2.708 -0.44 1.57 0.25 0.2725
H -1.461 -2.041 -0.380 0.47 0.94 -0.96 0.3693
H -2.356 -0.680 -1.057 -0.60 -0.16 -0.31 0.2657
H 3.338 0.676 2.005 2.01 1.33 -0.74 0.4068
```
Positions in Å, forces in eV/Å.

## Properties
Structure (SMILES): C=CF.CCSO
Maximum force in eV/A: 2.93
Kohn-Sham gap in eV: 9.1
Energy relative to the best compared isomer or geometry (same formula, charge and spin) in kcal per mole: 37.9